This record from the OMol25 dataset describes one molecule with the formula C18H33N3O2. The level of theory is ωB97M-V/def2-TZVPD.

Positions of all 56 atoms, in Å:
C (-5.18, -1.90, -1.12)
C (-5.44, -0.52, -0.52)
C (-5.98, -0.65, 0.91)
C (-6.43, 0.26, -1.39)
N (-4.19, 0.23, -0.50)
C (-3.08, -0.08, 0.17)
O (-2.89, -1.04, 0.90)
C (-1.98, 0.96, -0.08)
O (-2.15, 1.91, -0.83)
N (-0.88, 0.65, 0.63)
N (0.25, 1.40, 0.62)
C (1.26, 1.09, 1.32)
C (2.43, 2.03, 1.23)
C (2.66, 2.54, -0.20)
C (3.16, 1.44, -1.14)
C (4.66, 1.16, -0.98)
C (5.12, -0.13, -1.69)
C (5.60, -1.25, -0.74)
C (4.72, -2.50, -0.72)
C (3.26, -2.28, -0.32)
C (3.09, -1.56, 1.01)
C (1.61, -1.40, 1.39)
C (1.36, -0.12, 2.22)
H (-4.45, -2.43, -0.51)
H (-6.10, -2.48, -1.14)
H (-4.79, -1.81, -2.13)
H (-6.91, -1.21, 0.91)
H (-5.25, -1.17, 1.52)
H (-6.15, 0.34, 1.34)
H (-7.38, -0.26, -1.44)
H (-6.04, 0.37, -2.40)
H (-6.60, 1.26, -0.98)
H (-4.12, 1.08, -1.05)
H (-0.97, -0.20, 1.20)
H (2.22, 2.89, 1.88)
H (3.33, 1.55, 1.62)
H (3.39, 3.36, -0.18)
H (1.72, 2.93, -0.57)
H (2.98, 1.75, -2.17)
H (2.58, 0.54, -0.96)
H (5.21, 2.01, -1.37)
H (4.91, 1.09, 0.09)
H (5.94, 0.12, -2.36)
H (4.31, -0.51, -2.31)
H (5.70, -0.86, 0.27)
H (6.60, -1.57, -1.04)
H (4.74, -2.97, -1.71)
H (5.17, -3.21, -0.02)
H (2.77, -3.26, -0.27)
H (2.76, -1.71, -1.10)
H (3.54, -0.57, 0.92)
H (3.62, -2.10, 1.80)
H (1.01, -1.36, 0.48)
H (1.28, -2.27, 1.96)
H (0.43, -0.23, 2.78)
H (2.16, 0.01, 2.94)

As for the electronic energy: -1020.44199 a.u. Its SMILES is CC(C)(C)NC(=O)C(=O)NN=C1CCCCCCCCCCC1. Its HOMO-LUMO gap is 9.759 eV. As for the LUMO energy: 0.72 eV. Its charge is 0. The energy above the lowest of the compared OMol25 structures with the same formula, charge and spin comes out at 18.7 kcal per mole.